(1)
{"formula": "C34H40BrN9O10RuS", "method": "ωB97M-V with the def2-TZVPD basis set", "symbols": ["Ru", "N", "C", "C", "C", "N", "H", "H", "H", "H", "H", "H", "H", "H", "H", "H", "Br", "C", "C", "C", "C", "C", "C", "N", "C", "C", "C", "C", "C", "C", "N", "H", "H", "H", "H", "H", "H", "H", "H", "H", "C", "C", "C", "C", "C", "C", "C", "S", "O", "O", "O", "H", "H", "H", "H", "H", "H", "H", "O", "N", "O", "C", "C", "C", "C", "O", "C", "C", "N", "O", "O", "N", "O", "O", "H", "H", "C", "C", "N", "C", "C", "N", "C", "C", "H", "H", "H", "H", "H", "H", "H", "H", "H", "H", "H", "H"], "coordinates": [[-0.31110, -0.13450, 0.16874], [-0.54703, 1.42950, 2.00445], [-1.45044, 2.59378, 2.05416], [-2.90341, 2.19320, 1.83441], [-3.21617, 1.74469, 0.41327], [-2.70425, 0.38365, 0.12441], [-0.70537, 0.81154, 2.79337], [0.41491, 1.73142, 2.09711], [-1.14645, 3.28715, 1.27101], [-1.36197, 3.11101, 3.01097], [-3.53203, 3.05752, 2.05586], [-3.17868, 1.41009, 2.54848], [-2.74183, 2.42683, -0.28633], [-4.29412, 1.79128, 0.24493], [-2.86892, 0.17334, -0.85455], [-3.21345, -0.29778, 0.67400], [6.98814, 2.46671, -0.31480], [5.28774, 1.78790, -0.67877], [5.02695, 1.22188, -1.93426], [3.78350, 0.72816, -2.21664], [2.74379, 0.76047, -1.23320], [3.05637, 1.34169, 0.03770], [4.29445, 1.85221, 0.30638], [1.50983, 0.27477, -1.41224], [1.01283, 0.09680, -2.74805], [0.08221, -1.08723, -2.82162], [0.33879, -2.12805, -3.69047], [-0.51930, -3.21709, -3.69659], [-1.61028, -3.20915, -2.84583], [-1.79116, -2.11815, -2.01434], [-0.96242, -1.07359, -1.98813], [5.81370, 1.17016, -2.67400], [3.62026, 0.27289, -3.18253], [2.26166, 1.39683, 0.76294], [4.51020, 2.31118, 1.26298], [1.78212, -0.00431, -3.50549], [1.20794, -2.09603, -4.33580], [-0.33591, -4.05530, -4.35684], [-2.30804, -4.03558, -2.81770], [-2.63614, -2.07822, -1.33606], [-4.18575, 5.60611, -5.19068], [-3.12186, 4.81970, -4.47241], [-3.20080, 3.43065, -4.37019], [-2.22155, 2.70630, -3.71331], [-1.14461, 3.38958, -3.16347], [-1.03355, 4.77086, -3.25003], [-2.02943, 5.47565, -3.90248], [0.04702, 2.53473, -2.21640], [1.26095, 3.27658, -2.12003], [0.23288, 1.27705, -3.16777], [-0.57600, 2.08983, -0.98284], [-4.96090, 4.95599, -5.59183], [-3.75132, 6.17152, -6.01669], [-4.65270, 6.32654, -4.51702], [-4.04129, 2.91233, -4.81714], [-2.28282, 1.62651, -3.63928], [-0.17523, 5.27258, -2.81836], [-1.95823, 6.55495, -3.97872], [6.32379, -4.14832, 1.28335], [6.11416, -3.27648, 2.10622], [6.84307, -3.00573, 3.03964], [4.86266, -2.52209, 1.98692], [4.56117, -1.53648, 2.91989], [3.36832, -0.87251, 2.84226], [2.38408, -1.12315, 1.82109], [1.33218, -0.44170, 1.71969], [2.79467, -2.13717, 0.88810], [3.99857, -2.81123, 0.96446], [1.93991, -2.44891, -0.21924], [2.43213, -2.80485, -1.26569], [0.71645, -2.34829, -0.06046], [3.12279, 0.16630, 3.85131], [4.08538, 0.82316, 4.20998], [1.97702, 0.38231, 4.19952], [5.26770, -1.29650, 3.70215], [4.25181, -3.56957, 0.23617], [-2.47460, -1.36208, 3.16790], [-3.14889, -2.52239, 3.95586], [-2.35219, -3.73803, 3.80641], [-0.96108, -3.44042, 4.15558], [-0.35462, -2.45595, 3.11605], [-1.43477, -1.89920, 2.27049], [-2.02354, -2.99901, 1.47873], [-2.41686, -4.17683, 2.41456], [-1.99497, -0.66020, 3.85588], [-3.22035, -0.81172, 2.58931], [-4.15190, -2.72204, 3.57282], [-3.23877, -2.27523, 5.01484], [-0.39229, -4.37086, 4.18935], [-0.94930, -3.00685, 5.15690], [0.34444, -2.97222, 2.45656], [0.17268, -1.63680, 3.60355], [-1.30228, -3.31343, 0.72593], [-2.91054, -2.60860, 0.96636], [-1.73880, -5.02191, 2.28643], [-3.42891, -4.52413, 2.19887]], "spin_multiplicity": 6, "lumo_energy_ev": [-3.26, -5.00], "s_squared": 8.7985, "charge": 1}

=====

(2)
{"formula": "C34H40CuN4O3P2", "method": "ωB97M-V with the def2-TZVPD basis set", "symbols": ["Cu", "C", "C", "C", "C", "C", "C", "C", "C", "C", "H", "H", "H", "H", "H", "H", "H", "H", "H", "H", "H", "H", "H", "H", "H", "P", "P", "N", "N", "N", "N", "C", "C", "C", "C", "C", "C", "C", "C", "C", "C", "C", "C", "C", "C", "C", "C", "C", "C", "H", "H", "H", "H", "H", "H", "H", "H", "H", "H", "H", "H", "H", "H", "H", "H", "H", "H", "H", "H", "O", "C", "C", "C", "C", "C", "C", "C", "O", "O", "H", "H", "H", "H", "H"], "coordinates": [[-0.49887, -2.54495, 3.62415], [-0.36116, 2.48944, 3.14586], [-0.82722, 1.57738, 2.28731], [-0.39618, 1.26409, 0.88116], [0.86156, 0.36653, 0.91487], [2.13248, 1.08591, 1.30340], [2.31450, 2.34368, 1.72851], [1.39571, 3.52313, 1.60757], [0.46616, 3.69885, 2.81966], [1.27518, -2.36261, 2.94916], [-0.67392, 2.41267, 4.20033], [-1.55684, 0.83288, 2.66922], [-0.21251, 2.15621, 0.27430], [-1.21621, 0.71422, 0.39493], [0.71410, -0.46292, 1.63537], [1.00421, -0.13853, -0.05894], [3.01460, 0.42791, 1.22585], [3.25966, 2.59236, 2.23825], [0.80821, 3.51600, 0.68579], [2.03541, 4.41404, 1.58931], [1.06944, 3.93206, 3.70578], [-0.19334, 4.56546, 2.65634], [1.61349, -1.31002, 2.99971], [1.42525, -2.80441, 1.95740], [1.78117, -2.91852, 3.75745], [1.61868, -1.09912, -2.88921], [-1.87916, -0.71313, -2.70473], [2.96224, -0.00839, -3.17321], [2.27855, -2.33676, -3.99945], [-2.12628, 1.03913, -2.95918], [-3.38410, -1.10746, -3.49828], [0.56353, -0.29125, -4.19035], [-0.83687, -0.93157, -4.26254], [3.96946, 0.17446, -2.22243], [4.93471, 1.01084, -2.76741], [4.53161, 1.33497, -4.10269], [3.33128, 0.67300, -4.33638], [2.57096, -3.63249, -3.56494], [3.06959, -4.37292, -4.63288], [3.07727, -3.50716, -5.77972], [2.60135, -2.26498, -5.35940], [-2.45258, 1.94826, -1.94404], [-2.18139, 3.23843, -2.38106], [-1.68648, 3.13228, -3.72004], [-1.71217, 1.79092, -4.06124], [-4.08963, -0.41191, -4.49318], [-5.21024, -1.15574, -4.83736], [-5.15543, -2.38560, -4.09358], [-4.01645, -2.34423, -3.30906], [0.98437, -0.35655, -5.21227], [0.50730, 0.78355, -3.94223], [-1.36053, -0.55405, -5.16462], [-0.74799, -2.02761, -4.38568], [3.87961, -0.30508, -1.25854], [5.83229, 1.33837, -2.27249], [5.04537, 1.95985, -4.81701], [2.71544, 0.66135, -5.22498], [2.40870, -3.90187, -2.53353], [3.39423, -5.40665, -4.60756], [3.38348, -3.74715, -6.79286], [2.47714, -1.35095, -5.92541], [-2.92559, 1.60390, -1.03989], [-2.28986, 4.15061, -1.81205], [-1.32854, 3.91244, -4.37378], [-1.45804, 1.33092, -5.00376], [-3.74894, 0.54368, -4.85877], [-5.97371, -0.84510, -5.53193], [-5.87169, -3.19058, -4.13596], [-3.57834, -3.05920, -2.63252], [-0.84508, 1.36873, 6.89189], [-1.17252, 0.39053, 7.73838], [-1.45059, 0.75029, 9.07423], [-1.84901, -0.23318, 9.96975], [-2.04901, -1.55494, 9.53121], [-1.76425, -1.90810, 8.20251], [-1.28380, -0.96539, 7.29291], [-0.96600, -1.26376, 5.85937], [-1.22665, -2.43546, 5.40178], [-0.46444, -0.32438, 5.16168], [-0.60377, 0.86465, 6.01321], [-1.33227, 1.80093, 9.35265], [-1.99892, 0.04536, 11.01597], [-2.40878, -2.29936, 10.24871], [-1.94293, -2.92621, 7.86118]], "spin_multiplicity": 2, "lumo_energy_ev": [-0.54, -2.84], "s_squared": 0.7534, "charge": 0}